Record 1
C19H32F4N2PtSi | wB97M-V/def2-TZVPD

energy relative to the best compared isomer or geometry (same formula, charge and spin)	7.89	kcal/mol
total charge	+2
DFT total energy	-1660.2895	Ha
LUMO energy	-9.5	eV
maximum force	0.027	Eh/bohr

XYZ file:
```
59
C19H32F4N2PtSi wB97M-V/def2-TZVPD
Pt -0.237 -1.009 0.074
Si 1.526 0.562 0.292
F -4.108 1.168 2.688
F -4.367 -0.880 -2.348
F -2.003 -0.266 1.696
F -6.441 0.507 -1.330
N -2.090 -1.404 -0.664
N 0.405 -2.025 -1.600
C 1.973 -0.193 2.004
C 1.734 3.367 0.483
C -4.305 -0.397 -1.117
C -5.305 0.839 0.689
C 0.612 -1.138 -2.790
C 0.720 2.261 0.127
C -2.015 -2.155 -1.920
C -0.737 -2.958 -1.885
C 3.026 0.494 -0.827
C -3.127 -0.073 0.970
C 0.953 0.042 3.119
C 3.284 0.544 2.346
C -0.548 2.482 0.960
C 0.330 2.444 -1.354
C -3.157 -0.641 -0.327
C 1.642 -2.833 -1.408
C -5.369 0.313 -0.590
C -4.175 0.652 1.475
C 2.280 -1.698 1.909
H -0.366 2.449 2.036
H 2.601 3.372 -0.180
H 1.516 -3.486 -0.547
H 2.809 0.690 -1.876
H 0.821 1.101 3.342
H 1.246 4.338 0.378
H 3.588 0.194 3.338
H -2.894 -2.801 -1.977
H -6.140 1.411 1.076
H 3.607 -0.424 -0.760
H -0.963 3.464 0.731
H 4.097 0.311 1.662
H 2.487 -2.167 -1.265
H -0.115 3.431 -1.489
H 3.170 1.626 2.416
H -0.537 -3.449 -2.839
H -0.235 -0.473 -2.918
H 0.733 -1.771 -3.670
H 1.320 -0.433 4.031
H 1.187 2.391 -2.027
H 1.389 -2.294 1.666
H -0.416 1.709 -1.676
H 3.058 -1.915 1.176
H -1.329 1.752 0.720
H 3.679 1.306 -0.492
H -2.056 -1.494 -2.788
H -0.025 -0.391 2.912
H 2.647 -2.054 2.873
H 2.083 3.300 1.515
H 1.509 -0.550 -2.633
H -0.770 -3.714 -1.100
H 1.797 -3.430 -2.308
```

---

Record 2
C19H32HgNP | wB97M-V/def2-TZVPD

energy relative to the best compared isomer or geometry (same formula, charge and spin)	0.00	kcal/mol
DFT total energy	-1292.5105	Ha
LUMO energy (alpha / beta)	-0.1 / 0.1	eV
maximum force	0.070	Eh/bohr

XYZ file:
```
54
C19H32HgNP wB97M-V/def2-TZVPD
Hg 0.446 -0.067 1.440
P -2.315 0.932 0.146
N 0.588 -1.390 -2.784
C -0.643 -1.714 0.642
C 3.043 1.322 3.180
C -2.035 -1.736 0.830
C 2.259 3.661 2.720
C 3.788 2.510 1.113
C 1.409 1.803 1.320
C -0.782 -3.903 -0.396
C -0.056 -2.729 -0.125
C 1.346 -2.677 -0.683
C 2.621 2.309 2.089
C 1.099 -0.070 -3.011
C 1.435 -2.400 -2.223
C -3.356 0.472 -1.302
C -0.709 -1.686 -3.309
C 0.681 2.425 0.382
C -3.390 2.213 0.894
C -2.765 -2.899 0.538
C -2.776 -0.492 1.266
C -2.131 -3.979 -0.065
H 3.126 4.101 3.229
H -0.277 -4.744 -0.875
H 2.472 -2.077 -2.437
H 1.450 3.538 3.449
H 1.415 0.065 -4.060
H -3.099 1.158 -2.122
H 2.233 1.148 3.892
H -0.652 -1.943 -4.384
H -1.350 -0.792 -3.213
H 1.957 -1.926 -0.168
H -3.865 -0.606 1.207
H -0.224 2.997 0.560
H 0.317 0.684 -2.812
H 4.655 2.942 1.630
H -4.422 0.580 -1.054
H 1.820 -3.660 -0.542
H 0.830 2.337 -0.693
H 1.915 4.359 1.946
H -2.473 -0.171 2.273
H -1.163 -2.531 -2.769
H -2.691 -4.890 -0.279
H 1.969 0.125 -2.365
H -3.165 3.168 0.404
H -3.835 -2.924 0.760
H 1.251 -3.343 -2.775
H 3.326 0.355 2.750
H -3.146 -0.561 -1.622
H -4.444 1.956 0.735
H 3.498 3.184 0.299
H 3.903 1.709 3.736
H -3.173 2.300 1.966
H 4.087 1.552 0.671
```

---

Record 3
C19H32MnN8O5S | wB97M-V/def2-TZVPD

total charge	-1
DFT total energy	-3106.6248	Ha
LUMO energy (alpha / beta)	2.7 / 2.7	eV
spin multiplicity	5
maximum force	0.026	Eh/bohr

XYZ file:
```
66
C19H32MnN8O5S wB97M-V/def2-TZVPD
Mn -0.104 -1.507 0.103
S 0.472 -1.517 2.907
O 1.109 -0.100 -2.078
O 0.517 -3.335 0.275
O -1.079 -0.945 -2.317
O 0.999 4.398 -1.513
O -1.080 1.456 1.645
N 2.500 -1.435 0.462
N 0.052 0.635 -0.125
N 1.038 2.147 -1.677
N -2.340 -1.797 0.379
N -4.326 -0.838 0.370
N 4.284 -1.327 3.525
N 2.954 -1.417 1.762
N 2.973 -1.401 3.914
C -0.058 3.117 0.268
C 0.780 3.727 1.415
C 4.243 -1.362 2.218
C -4.462 -2.048 -0.250
C 0.847 -2.255 -3.010
C -1.401 3.876 0.155
C 2.124 3.023 1.576
C 0.696 3.299 -1.033
C -3.024 -0.732 0.727
C 5.421 -1.343 1.318
C 0.728 0.886 -1.243
C 0.147 -4.639 0.134
C -1.247 -0.087 -3.431
C 0.256 -1.305 -1.956
C -2.279 3.281 -0.942
C -5.336 0.161 0.563
C 2.115 -1.431 2.850
C -3.228 -2.627 -0.232
C -0.384 1.658 0.637
H 6.328 -1.368 1.916
H -5.214 0.622 1.542
H 0.942 4.787 1.204
H 0.104 -4.949 -0.931
H 0.884 -5.304 0.635
H 2.703 -1.334 4.877
H 1.969 1.971 1.813
H 2.703 3.092 0.656
H 1.918 -2.350 -2.847
H 2.697 3.482 2.382
H 0.373 -3.226 -2.901
H -2.925 -3.581 -0.615
H -2.053 -0.490 -4.051
H 2.116 -2.360 0.198
H -2.425 2.215 -0.769
H -1.194 4.927 -0.063
H 5.426 -0.440 0.705
H -6.324 -0.295 0.503
H -5.403 -2.390 -0.633
H -3.253 3.770 -0.962
H 3.185 -1.077 -0.191
H 5.398 -2.213 0.659
H 1.533 2.223 -2.559
H -1.806 3.415 -1.914
H -2.614 0.115 1.249
H -5.263 0.946 -0.195
H -1.915 3.808 1.115
H 0.211 3.633 2.342
H -0.841 -4.851 0.586
H 0.690 -1.897 -4.034
H -1.524 0.922 -3.096
H -0.330 -0.017 -4.020
```

---

Record 4
C19H32N2O | wB97M-V/def2-TZVPD

structure (SMILES)	CCCCCCOc1ccc(CN2CCN(CC)CC2)cc1
energy relative to the best compared isomer or geometry (same formula, charge and spin)	5.84	kcal/mol
DFT total energy	-927.9058	Ha
LUMO energy	0.9	eV
maximum force	0.010	Eh/bohr

XYZ file:
```
54
C19H32N2O wB97M-V/def2-TZVPD
O -3.414 0.783 0.047
N 2.782 0.233 1.020
N 5.176 -0.246 -0.630
C -5.838 -0.605 -1.396
C 0.676 1.338 0.518
C 2.766 -0.677 -0.115
C -2.075 1.002 0.132
C 5.815 -1.525 -0.371
C 4.128 0.326 1.559
C -1.436 0.436 1.238
C -1.322 1.729 -0.781
C -5.396 -1.718 0.862
C 2.153 1.516 0.748
C 5.177 0.679 0.491
C -4.124 1.271 -1.071
C -5.056 -1.669 -0.625
C -0.084 0.606 1.427
C 6.407 -2.098 -1.657
C 3.831 -0.347 -1.176
C -5.583 0.835 -0.947
C 0.041 1.887 -0.582
C -4.694 -2.879 1.554
H 6.628 -1.355 0.339
H 3.820 -1.108 -1.958
H 5.627 -2.357 -2.368
H -3.615 -2.786 1.446
H 2.938 -1.684 0.278
H -3.986 -1.490 -0.736
H -5.085 -0.785 1.332
H -4.933 -2.896 2.615
H -2.032 -0.130 1.937
H 5.132 -2.265 0.076
H -6.908 -0.808 -1.294
H -5.588 -0.689 -2.457
H 2.594 2.050 -0.109
H -4.066 2.369 -1.094
H -6.478 -1.819 0.985
H 0.408 0.163 2.279
H -5.888 0.965 0.091
H -3.690 0.880 -2.002
H 6.979 -2.996 -1.433
H 7.063 -1.365 -2.117
H -6.191 1.502 -1.563
H 0.611 2.455 -1.304
H 4.966 1.676 0.090
H 3.597 0.615 -1.643
H 6.174 0.700 0.935
H 2.300 2.140 1.637
H -5.276 -2.642 -1.072
H 4.139 1.068 2.360
H 1.771 -0.655 -0.564
H 4.370 -0.650 1.993
H -1.780 2.178 -1.649
H -4.999 -3.829 1.119
```

---

Record 5
C19H32N2O5 | wB97M-V/def2-TZVPD

structure (SMILES)	CCO[C@H]1CC[C@@H]1C(=O)N[C@@H]1C[C@H](C(=O)NC2(CCOC)CC2)C[C@H]1O
energy relative to the best compared isomer or geometry (same formula, charge and spin)	88.14	kcal/mol
DFT total energy	-1228.8740	Ha
LUMO energy	0.7	eV
maximum force	0.004	Eh/bohr

XYZ file:
```
58
C19H32N2O5 wB97M-V/def2-TZVPD
O 1.435 0.090 2.914
O 3.348 2.088 -1.781
O -2.649 -1.535 3.603
O -2.710 0.212 -1.128
O -0.940 -3.201 -2.729
N 1.625 2.098 1.882
N -2.460 -1.159 0.649
C -1.238 0.521 3.692
C 4.056 1.961 2.440
C -1.996 -2.284 -2.778
C 3.093 0.898 0.274
C -2.258 -0.112 1.628
C 2.969 1.884 1.415
C 3.867 3.085 1.457
C -4.106 -2.074 -2.516
C 2.417 1.358 -1.006
C -1.725 -0.702 2.930
C -2.916 -2.129 -1.531
C -2.700 -0.919 -0.662
C -3.215 -2.749 -3.579
C 0.514 -2.075 -1.098
C 2.773 2.575 -2.970
C 0.921 1.121 2.520
C 0.342 -2.641 -2.495
C -1.209 0.938 1.255
C -0.572 1.382 2.612
H 2.061 0.496 -1.587
H -5.018 -2.585 -2.217
H 3.751 2.127 3.463
H -0.092 -1.179 -0.954
H 1.111 2.878 1.508
H 2.655 -0.048 0.606
H 4.572 3.194 0.645
H 2.395 1.755 -3.593
H 3.451 4.012 1.830
H 4.145 0.708 0.057
H -0.740 2.446 2.790
H -4.328 -1.038 -2.767
H 1.558 -1.804 -0.929
H -3.388 -0.994 3.904
H 3.548 3.109 -3.516
H -0.555 0.259 4.497
H -3.285 -3.836 -3.529
H -3.214 0.390 1.837
H 0.544 -1.866 -3.246
H -1.653 -1.294 -3.101
H 1.944 3.261 -2.761
H -3.297 -2.426 -4.615
H 4.903 1.302 2.315
H -0.867 -1.338 2.699
H -2.906 -3.063 -0.965
H -2.569 -2.097 1.001
H -0.456 0.479 0.611
H -1.641 1.763 0.696
H 0.228 -2.812 -0.347
H 1.045 -3.457 -2.663
H -2.098 1.049 4.118
H 1.534 1.978 -0.788
```

---

Record 6
C19H32N3O2PSiW | wB97M-V/def2-TZVPD

DFT total energy	-1755.7631	Ha
LUMO energy (alpha / beta)	-0.7 / -0.7	eV
spin multiplicity	3
maximum force	0.074	Eh/bohr

XYZ file:
```
59
C19H32N3O2PSiW wB97M-V/def2-TZVPD
W -0.501 0.239 -0.491
P 0.492 1.581 -2.157
Si 0.080 -1.909 -1.483
O 3.278 -0.365 -0.204
O 1.049 -3.696 2.833
N -0.091 0.001 1.506
N -2.268 0.490 -0.767
N 0.112 -3.423 4.891
C 5.555 0.150 0.428
C 4.052 0.168 0.593
C 0.492 -2.971 3.655
C 3.557 0.897 1.823
C -3.621 0.477 -0.920
C -4.448 1.450 -0.291
C -0.574 0.956 2.373
C 1.862 -2.623 -1.629
C -6.405 0.337 -1.187
C 0.851 3.340 -1.909
C -0.761 1.557 -3.503
C 0.119 -1.544 3.336
C -4.216 -0.518 -1.732
C 1.974 0.919 -2.966
C 0.482 -1.131 2.058
C -0.909 0.596 3.673
C -5.595 -0.601 -1.847
C -0.632 -0.679 4.156
C -5.833 1.361 -0.420
H -0.025 3.865 -1.504
H -1.429 1.320 4.295
H 1.673 3.457 -1.190
H -7.493 0.277 -1.292
H 1.035 1.003 -0.288
H -6.472 2.106 0.069
H 2.771 0.809 -2.222
H -3.548 -1.200 -2.275
H -0.327 -1.956 -2.946
H 1.143 3.813 -2.863
H -0.237 -2.820 5.619
H 1.820 -3.562 -2.203
H 5.960 -0.384 1.295
H -0.392 2.150 -4.352
H 2.553 -1.934 -2.124
H 5.933 1.178 0.411
H -6.045 -1.381 -2.466
H 4.382 1.380 2.358
H 2.810 1.645 1.536
H -3.970 2.259 0.265
H -0.760 1.955 1.956
H -0.595 -3.035 -0.760
H 5.831 -0.364 -0.493
H -0.968 0.542 -3.858
H -0.991 -0.990 5.139
H -1.713 1.986 -3.169
H 3.085 0.176 2.494
H 2.268 -2.838 -0.635
H 1.115 -1.713 1.374
H 2.278 1.610 -3.768
H 1.786 -0.073 -3.395
H 0.422 -4.343 5.174
```

---

Record 7
C19H32N3W | wB97M-V/def2-TZVPD

energy relative to the best compared isomer or geometry (same formula, charge and spin)	5.54	kcal/mol
total charge	+1
DFT total energy	-974.1300	Ha
LUMO energy (alpha / beta)	-3.8 / -4.0	eV
spin multiplicity	3
maximum force	0.123	Eh/bohr

XYZ file:
```
55
C19H32N3W wB97M-V/def2-TZVPD
W 0.349 -0.446 -1.549
N -1.541 0.428 3.871
N 0.725 -0.209 4.018
N -0.288 0.455 1.968
C 0.887 0.213 5.403
C 2.379 -0.647 -0.617
C 2.139 1.384 -1.720
C -2.604 0.867 2.993
C 0.088 0.102 -4.981
C -1.955 -0.140 5.140
C -0.343 0.210 3.253
C -1.703 -1.182 -1.518
C 2.517 -0.887 -2.043
C -0.060 2.368 -3.730
C 2.144 0.772 -0.435
C 1.973 -0.586 3.362
C -0.934 -1.997 -2.419
C 0.023 -2.164 -0.308
C 0.119 -2.616 -1.672
C -0.612 1.025 -4.062
C 2.358 0.373 -2.711
C -1.093 -1.254 -0.223
C -2.063 0.864 -3.814
H 0.610 -2.496 0.544
H -2.391 -0.173 -3.919
H 2.663 -1.335 0.177
H 2.532 0.554 -3.769
H 1.098 0.455 -5.207
H -1.193 -2.207 -3.454
H -1.204 -0.812 5.562
H 2.113 1.300 0.513
H 0.648 0.325 1.585
H -2.671 -0.734 -1.722
H 0.689 -0.620 6.092
H -0.462 0.013 -5.928
H 2.437 0.285 2.859
H -0.505 3.149 -4.374
H 2.073 2.455 -1.900
H 0.791 -3.378 -2.062
H 1.813 -1.387 2.620
H 2.661 -0.946 4.138
H -1.507 -0.816 0.679
H -2.655 1.470 -4.521
H 1.027 2.416 -3.860
H -2.137 1.233 2.069
H -2.326 1.207 -2.802
H -2.167 0.652 5.878
H 0.194 -0.919 -4.584
H 0.233 1.055 5.648
H -2.875 -0.717 4.990
H 2.829 -1.814 -2.521
H -0.292 2.642 -2.685
H -3.263 0.027 2.734
H 1.929 0.525 5.550
H -3.196 1.656 3.466
```

---

Record 8
C19H32N4O4 | wB97M-V/def2-TZVPD

structure (SMILES)	CCN(CC)C(=O)c1[nH]cnc1C(=O)N[C@@H](CC(C)C)C(=O)OC(C)(C)C
energy relative to the best compared isomer or geometry (same formula, charge and spin)	3.51	kcal/mol
DFT total energy	-1263.2587	Ha
LUMO energy	0.7	eV
maximum force	0.019	Eh/bohr

XYZ file:
```
59
C19H32N4O4 wB97M-V/def2-TZVPD
O -0.140 -0.029 0.647
O 1.733 -1.374 -0.943
O -3.976 1.230 1.644
O 2.682 -1.057 1.083
N -3.251 2.559 -0.805
N 1.037 1.318 -0.745
N -1.145 2.756 -1.391
N -3.293 -0.667 0.614
C 4.545 1.907 0.366
C 0.719 -3.196 -2.021
C 2.248 -0.649 0.041
C -2.874 -2.173 2.513
C 2.881 -3.508 -0.771
C 5.318 0.591 0.386
C 5.118 2.867 1.407
C -1.274 1.666 -0.574
C 3.054 1.688 0.639
C -3.916 -1.498 1.627
C -2.599 1.515 -0.210
C -2.729 -1.328 -0.545
C 0.735 -3.100 0.491
C -3.334 0.667 0.768
C -0.091 0.898 -0.147
C -3.626 -1.181 -1.774
C 2.356 0.821 -0.418
C -2.336 3.265 -1.507
C 1.525 -2.801 -0.782
H 6.384 0.776 0.272
H -2.274 -2.883 1.948
H -3.366 -2.702 3.325
H 3.471 -3.164 0.074
H -4.228 2.768 -0.669
H 5.151 0.074 1.327
H -2.623 -2.385 -0.297
H -2.577 4.132 -2.089
H -3.691 -0.140 -2.082
H 1.252 -2.899 -2.920
H -4.630 -1.541 -1.558
H 4.587 3.816 1.391
H 1.382 -3.056 1.362
H 2.932 1.207 1.611
H -3.220 -1.759 -2.600
H -0.045 -2.354 0.618
H -4.549 -2.244 1.136
H 2.734 -4.581 -0.683
H 0.565 -4.271 -2.039
H 0.291 -4.090 0.424
H -0.246 -2.696 -2.009
H -4.545 -0.842 2.232
H -2.207 -1.423 2.931
H 2.935 0.815 -1.350
H 4.655 2.365 -0.625
H 5.025 2.438 2.402
H 2.553 2.658 0.675
H 0.954 2.135 -1.335
H -1.735 -0.932 -0.754
H 6.170 3.059 1.212
H 3.424 -3.299 -1.690
H 4.999 -0.067 -0.418
```

---

Please write out number 1 again, unchanged.
C19H32F4N2PtSi | wB97M-V/def2-TZVPD

energy relative to the best compared isomer or geometry (same formula, charge and spin)	7.89	kcal/mol
total charge	+2
DFT total energy	-1660.2895	Ha
LUMO energy	-9.5	eV
maximum force	0.027	Eh/bohr

XYZ file:
```
59
C19H32F4N2PtSi wB97M-V/def2-TZVPD
Pt -0.237 -1.009 0.074
Si 1.526 0.562 0.292
F -4.108 1.168 2.688
F -4.367 -0.880 -2.348
F -2.003 -0.266 1.696
F -6.441 0.507 -1.330
N -2.090 -1.404 -0.664
N 0.405 -2.025 -1.600
C 1.973 -0.193 2.004
C 1.734 3.367 0.483
C -4.305 -0.397 -1.117
C -5.305 0.839 0.689
C 0.612 -1.138 -2.790
C 0.720 2.261 0.127
C -2.015 -2.155 -1.920
C -0.737 -2.958 -1.885
C 3.026 0.494 -0.827
C -3.127 -0.073 0.970
C 0.953 0.042 3.119
C 3.284 0.544 2.346
C -0.548 2.482 0.960
C 0.330 2.444 -1.354
C -3.157 -0.641 -0.327
C 1.642 -2.833 -1.408
C -5.369 0.313 -0.590
C -4.175 0.652 1.475
C 2.280 -1.698 1.909
H -0.366 2.449 2.036
H 2.601 3.372 -0.180
H 1.516 -3.486 -0.547
H 2.809 0.690 -1.876
H 0.821 1.101 3.342
H 1.246 4.338 0.378
H 3.588 0.194 3.338
H -2.894 -2.801 -1.977
H -6.140 1.411 1.076
H 3.607 -0.424 -0.760
H -0.963 3.464 0.731
H 4.097 0.311 1.662
H 2.487 -2.167 -1.265
H -0.115 3.431 -1.489
H 3.170 1.626 2.416
H -0.537 -3.449 -2.839
H -0.235 -0.473 -2.918
H 0.733 -1.771 -3.670
H 1.320 -0.433 4.031
H 1.187 2.391 -2.027
H 1.389 -2.294 1.666
H -0.416 1.709 -1.676
H 3.058 -1.915 1.176
H -1.329 1.752 0.720
H 3.679 1.306 -0.492
H -2.056 -1.494 -2.788
H -0.025 -0.391 2.912
H 2.647 -2.054 2.873
H 2.083 3.300 1.515
H 1.509 -0.550 -2.633
H -0.770 -3.714 -1.100
H 1.797 -3.430 -2.308
```

---

Which formula does entry 6 have?
C19H32N3O2PSiW

---

Which formula does entry 5 have?
C19H32N2O5